#one
Computed, not measured: one molecule with the formula C7H10, with wB97M-V/def2-TZVPD.

- E_HOMO: -7.7 eV
- LUMO level: 0.9950 eV
- Orbital gap: 8.6957 eV

ORCA input file:
```
! wB97M-V def2-TZVPD RIJCOSX def2/J DEFGRID3
* xyz 0 1
C -0.73 -1.00 -1.45
C -0.39 1.93 0.21
C -1.02 0.94 1.17
C 0.46 0.77 1.30
C 1.03 -0.13 0.24
C 0.29 -1.33 -0.36
C 0.79 1.28 -0.24
H -1.15 -1.92 -1.87
H -1.57 -0.39 -1.09
H -0.26 -0.44 -2.27
H -1.52 0.02 0.86
H -1.57 1.44 1.97
H 1.06 1.15 2.11
H 2.09 -0.32 0.40
H -0.18 -1.92 0.44
H 1.05 -1.97 -0.81
H 1.62 1.87 -0.60
*
```

natural (NBO) population analysis, charges in e, atoms 1 to 8: -0.6072, -0.0842, -0.5044, -0.1003, -0.2506, -0.4088, -0.2238, 0.2120

***

#two
Computed, not measured: one molecule with the formula C7H10, with wB97M-V/def2-TZVPD.

- E_HOMO: -8.6 eV
- LUMO level: 1.1706 eV
- Structure (SMILES): C1C[C@H]2[C@@H]1[C@H]1C[C@@H]21
- Orbital gap: 9.7345 eV

ORCA input file:
```
! wB97M-V def2-TZVPD RIJCOSX def2/J DEFGRID3
* xyz 0 1
C 1.34 -0.23 1.19
C 1.25 0.83 0.11
C 1.32 -0.66 -0.22
C -0.06 -0.67 -0.88
C -1.51 -0.65 -0.39
C -1.35 0.62 0.44
C -0.17 0.91 -0.50
H 2.30 -0.32 1.68
H 0.50 -0.51 1.82
H 2.04 1.57 0.04
H 2.17 -1.15 -0.69
H 0.02 -1.24 -1.83
H -2.12 -1.49 -0.09
H -1.91 -0.21 -1.32
H -2.21 1.28 0.40
H -1.08 0.48 1.50
H -0.57 1.49 -1.35
*
```

natural (NBO) population analysis, charges in e, atoms 1 to 8: -0.4190, -0.2347, -0.2232, -0.2276, -0.3807, -0.4197, -0.1904, 0.2225

***

#two takes first place; second place is 11.5 kcal/mol up.

***

#one
Computed, not measured: C7H10 as an isolated structure, with wB97M-V/def2-TZVPD.

- E_HOMO: -7.7 eV
- LUMO level: 1.1566 eV
- Orbital gap: 8.8452 eV

ORCA input file:
```
! wB97M-V def2-TZVPD RIJCOSX def2/J DEFGRID3
* xyz 0 1
C -1.70 -0.63 -0.14
C -0.98 -0.43 -1.42
C -1.21 0.75 -0.49
C 0.22 1.05 -0.08
C 0.73 0.49 1.27
C 1.32 -0.75 0.53
C 0.87 -0.13 -0.79
H -2.79 -0.74 -0.21
H -1.28 -1.23 0.66
H -0.05 -0.81 -1.86
H -1.94 1.54 -0.68
H 0.53 2.06 -0.35
H -0.05 0.27 2.00
H 1.49 1.13 1.73
H 2.40 -0.89 0.64
H 0.84 -1.70 0.77
H 1.60 0.01 -1.60
*
```

natural (NBO) population analysis, charges in e, atoms 1 to 8: -0.4700, -0.2654, -0.2439, -0.2353, -0.3997, -0.4378, -0.1813, 0.2342

***

#two
Computed, not measured: C7H10 as an isolated structure, with wB97M-V/def2-TZVPD.

- E_HOMO (spin up / spin down): -8.0 / -8.0 eV
- LUMO level (spin up / spin down): 0.2870 / 0.3007 eV
- Orbital gap (spin up / spin down): 8.2372 / 8.2596 eV

ORCA input file:
```
! wB97M-V def2-TZVPD RIJCOSX def2/J DEFGRID3
* xyz 0 1
C 1.51 -0.14 0.54
C 0.38 0.69 1.21
C -0.13 1.38 0.15
C -0.90 0.25 -0.50
C -1.82 -0.27 0.62
C -0.52 -0.56 1.33
C 0.23 -0.87 -0.01
H 2.17 0.38 -0.15
H 2.07 -0.81 1.20
H 1.56 1.01 -2.85
H 1.21 0.36 -2.77
H 0.49 2.05 -0.44
H -1.24 0.35 -1.53
H -2.52 0.46 1.06
H -2.35 -1.18 0.33
H -0.40 -1.20 2.20
H 0.27 -1.90 -0.40
*
```

natural (NBO) population analysis, charges in e, atoms 1 to 8: -0.4068, -0.0223, -0.1606, -0.2356, -0.4053, -0.2560, -0.1802, 0.2103

***

#one takes first place; second place is 14.6 kcal/mol up.

***

#one
Computed, not measured: one molecule with the formula C7H10, with wB97M-V/def2-TZVPD.

- E_HOMO: -9.3 eV
- LUMO level: 1.1096 eV
- Structure (SMILES): C=C=C[C@@H](C)C=C
- Orbital gap: 10.4333 eV

ORCA input file:
```
! wB97M-V def2-TZVPD RIJCOSX def2/J DEFGRID3
* xyz 0 1
C -1.17 1.24 0.72
C -0.43 -0.07 0.94
C -1.29 -0.89 -1.30
C -0.56 -1.05 -0.20
C 2.33 -0.15 -0.98
C 1.85 0.09 0.21
C 1.04 0.23 1.23
H -2.25 1.08 0.58
H -1.03 1.91 1.57
H -0.78 1.75 -0.17
H -0.85 -0.58 1.82
H -1.36 -1.68 -2.04
H -1.85 0.02 -1.49
H 0.03 -1.96 -0.09
H 2.28 0.61 -1.75
H 2.69 -1.14 -1.25
H 1.34 0.60 2.21
*
```

natural (NBO) population analysis, charges in e, atoms 1 to 8: -0.6039, -0.2812, -0.4145, -0.1497, -0.4799, 0.0956, -0.2871, 0.2123

***

#two
Computed, not measured: one molecule with the formula C7H10, with wB97M-V/def2-TZVPD.

- E_HOMO: -8.8 eV
- LUMO level: 1.1329 eV
- Structure (SMILES): C[C@]12CC=C[C@H]1C2
- Orbital gap: 9.9156 eV

ORCA input file:
```
! wB97M-V def2-TZVPD RIJCOSX def2/J DEFGRID3
* xyz 0 1
C 1.97 -0.12 -0.17
C 0.47 -0.13 -0.06
C -0.01 -0.33 1.35
C -1.76 -0.10 -0.69
C -0.43 -0.68 -1.13
C -1.58 1.00 0.07
C -0.18 1.05 0.59
H 2.30 0.42 -1.06
H 2.42 0.38 0.70
H 2.37 -1.14 -0.20
H -1.01 -0.61 1.64
H 0.74 -0.81 2.00
H -2.71 -0.55 -0.92
H -0.19 -0.27 -2.12
H -0.35 -1.77 -1.18
H -2.37 1.67 0.38
H 0.32 2.00 0.80
*
```

natural (NBO) population analysis, charges in e, atoms 1 to 8: -0.5929, -0.0576, -0.4320, -0.1855, -0.4305, -0.1993, -0.2572, 0.2129

***

#three
Computed, not measured: one molecule with the formula C7H10, with wB97M-V/def2-TZVPD.

- E_HOMO (spin up / spin down): -8.4 / -7.6 eV
- LUMO level (spin up / spin down): -0.3346 / -0.2746 eV
- Orbital gap (spin up / spin down): 8.0845 / 7.3551 eV

ORCA input file:
```
! wB97M-V def2-TZVPD RIJCOSX def2/J DEFGRID3
* xyz 0 1
C -2.63 -0.26 -0.61
C -1.99 0.72 0.09
C 0.65 0.84 0.65
C 0.24 -0.61 0.88
C -0.77 0.44 0.68
C 1.32 1.29 -0.62
C 0.50 -1.68 -0.15
H -2.59 -1.28 -0.24
H -2.24 1.77 -0.08
H 1.00 1.38 1.53
H 0.34 -0.97 1.90
H 0.82 0.88 -1.49
H 2.36 0.97 -0.64
H 1.29 2.38 -0.70
H 1.53 -2.04 -0.07
H 0.33 -1.31 -1.15
H -0.16 -2.53 0.01
*
```

natural (NBO) population analysis, charges in e, atoms 1 to 8: -0.1036, -0.3854, -0.2641, -0.2670, 0.1461, -0.6092, -0.6080, 0.1324

***

#two takes first place; second place is 12.8 kcal/mol up.

***

#one
Computed, not measured: a 3-piece molecular cluster, C7H10 overall, with wB97M-V/def2-TZVPD.

- E_HOMO: -7.5 eV
- LUMO level: 0.5136 eV
- Orbital gap: 7.9946 eV

ORCA input file:
```
! wB97M-V def2-TZVPD RIJCOSX def2/J DEFGRID3
* xyz 0 1
C -1.47 -0.43 0.75
C -2.06 0.28 -0.31
C -0.26 0.04 0.10
C 0.67 1.07 0.71
C 2.01 0.71 0.12
C 1.86 -0.27 -0.79
C 0.47 -0.73 -0.83
H -1.07 -1.89 0.47
H -1.69 -0.09 1.76
H -2.75 1.11 -0.13
H -2.04 -0.09 -1.33
H 0.38 2.08 0.39
H 0.67 1.07 1.81
H 2.93 1.23 0.37
H 2.66 -0.67 -1.41
H 0.06 -1.22 -1.71
H -0.35 -2.20 0.03
*
```

natural (NBO) population analysis, charges in e, atoms 1 to 8: -0.3314, -0.2928, 0.0036, -0.4687, -0.1888, -0.2242, -0.2814, 0.0356

***

#two
Computed, not measured: one molecule with the formula C7H10, with wB97M-V/def2-TZVPD.

- E_HOMO: -8.3 eV
- LUMO level: 0.6306 eV
- Orbital gap: 8.9302 eV

ORCA input file:
```
! wB97M-V def2-TZVPD RIJCOSX def2/J DEFGRID3
* xyz 0 1
C 1.47 1.11 0.74
C 1.52 0.46 -0.59
C 0.15 -1.32 -0.52
C -0.75 -1.50 0.70
C 0.18 0.14 -1.14
C -0.98 0.97 -0.78
C -1.87 1.73 -0.50
H 2.29 0.79 1.40
H 1.71 2.15 0.45
H 0.51 1.15 1.28
H 1.19 -1.58 -0.25
H -0.12 -2.02 -1.31
H -1.81 -1.33 0.45
H -0.65 -2.52 1.08
H -0.49 -0.81 1.51
H 0.21 0.04 -2.23
H -2.67 2.40 -0.27
*
```

natural (NBO) population analysis, charges in e, atoms 1 to 8: -0.7937, 0.1812, -0.3674, -0.6145, -0.4621, -0.0251, -0.2397, 0.2394

***

#three
Computed, not measured: C7H10 as an isolated structure, with wB97M-V/def2-TZVPD.

- E_HOMO (spin up / spin down): -7.8 / -7.8 eV
- LUMO level (spin up / spin down): -0.1155 / 0.0916 eV
- Orbital gap (spin up / spin down): 7.6416 / 7.8881 eV

ORCA input file:
```
! wB97M-V def2-TZVPD RIJCOSX def2/J DEFGRID3
* xyz 0 1
C 1.46 -0.61 -0.13
C 0.75 0.71 0.29
C -0.13 0.94 -0.82
C -1.02 -0.26 -0.70
C -1.64 0.04 0.69
C -0.22 -0.20 1.19
C 0.05 -1.20 0.04
H 1.96 -0.61 -1.10
H 2.13 -1.00 0.65
H 1.62 1.70 -0.26
H 1.57 1.69 -1.21
H -0.34 1.86 -1.36
H -1.63 -0.58 -1.55
H -2.09 1.03 0.84
H -2.34 -0.74 1.00
H 0.06 -0.40 2.23
H -0.15 -2.28 0.14
*
```

natural (NBO) population analysis, charges in e, atoms 1 to 8: -0.4014, -0.1967, -0.0784, -0.3047, -0.3860, -0.2483, -0.2095, 0.2102

***

#two takes first place; second place is 12.4 kcal/mol up.

***

#one
Computed, not measured: one molecule with the formula C5H12N2, with wB97M-V/def2-TZVPD.

- E_HOMO: -7.9 eV
- LUMO level: 0.9412 eV
- Structure (SMILES): N/C=C/CCCN
- Orbital gap: 8.8222 eV

ORCA input file:
```
! wB97M-V def2-TZVPD RIJCOSX def2/J DEFGRID3
* xyz 0 1
C 1.56 0.72 0.04
C 1.17 -0.28 1.13
C 0.06 -1.24 0.74
N -2.41 1.22 -0.50
C -2.04 -0.01 0.14
C -0.96 -0.75 -0.25
N 2.05 -0.02 -1.16
H 0.66 1.16 -0.39
H 2.25 1.51 0.39
H 2.10 -0.81 1.37
H 0.87 0.27 2.04
H -0.40 -1.58 1.68
H 0.57 -2.10 0.30
H -2.05 1.98 0.06
H -1.91 1.26 -1.38
H -2.34 -0.23 1.16
H -0.74 -0.76 -1.34
H 3.01 -0.36 -1.09
H 2.09 0.55 -1.99
*
```

natural (NBO) population analysis, charges in e, atoms 1 to 8: -0.2172, -0.3930, -0.4421, -0.8378, -0.0061, -0.2404, -0.8546, 0.1876

***

#two
Computed, not measured: a 2-piece molecular cluster, C5H12N2 overall, with wB97M-V/def2-TZVPD.

- E_HOMO (spin up / spin down): -7.2 / -7.2 eV
- LUMO level (spin up / spin down): 0.7105 / 0.7080 eV
- Orbital gap (spin up / spin down): 7.9345 / 7.9280 eV

ORCA input file:
```
! wB97M-V def2-TZVPD RIJCOSX def2/J DEFGRID3
* xyz 0 1
C 0.84 -1.00 0.04
C -1.41 0.61 -0.07
C -0.97 1.74 0.82
C 0.59 -0.02 -1.07
N 1.76 -0.46 1.01
N -0.53 -1.22 0.59
C 0.95 -0.24 -2.32
H 1.22 -1.97 -0.31
H 1.56 0.51 1.22
H 1.84 -1.01 1.85
H -0.55 -1.45 1.58
H -1.04 -1.91 0.05
H -1.56 0.86 -1.10
H -2.31 0.12 0.29
H 1.53 -1.11 -2.64
H 0.69 0.46 -3.12
H -0.57 1.37 1.77
H -0.20 2.34 0.34
H -1.83 2.37 1.07
*
```

natural (NBO) population analysis, charges in e, atoms 1 to 8: 0.0006, -0.1838, -0.6639, -0.1002, -0.8318, -0.7514, -0.5049, 0.1760

***

#three
Computed, not measured: one molecule with the formula C5H12N2, with wB97M-V/def2-TZVPD.

- E_HOMO: -8.6 eV
- LUMO level: 0.9503 eV
- Structure (SMILES): C=C(N)C[C@H](C)N
- Orbital gap: 9.5866 eV

ORCA input file:
```
! wB97M-V def2-TZVPD RIJCOSX def2/J DEFGRID3
* xyz 0 1
C 0.15 -1.86 0.64
C -0.79 -0.87 -0.02
C -0.02 0.22 -0.77
C 0.67 1.23 0.12
C 1.92 1.64 -0.02
N -0.20 1.79 1.10
N -1.78 -1.57 -0.84
H -0.43 -2.66 1.11
H 0.85 -1.41 1.34
H 0.83 -2.30 -0.11
H -1.34 -0.36 0.78
H -0.68 0.81 -1.42
H 0.71 -0.23 -1.42
H 2.39 2.45 0.53
H 2.60 1.13 -0.68
H 0.28 2.53 1.61
H -1.02 2.20 0.66
H -1.48 -1.65 -1.80
H -2.67 -1.10 -0.79
*
```

natural (NBO) population analysis, charges in e, atoms 1 to 8: -0.6140, -0.0569, -0.4578, 0.1998, -0.4919, -0.8294, -0.8375, 0.2222

***

#three takes first place; second place is 31.2 kcal/mol up.

***

#one
Computed, not measured: one molecule with the formula C5H12N2, with wB97M-V/def2-TZVPD.

- E_HOMO: -8.8 eV
- LUMO level: 0.9995 eV
- Structure (SMILES): [H]/N=C(/C)[C@H](C)NC
- Orbital gap: 9.8479 eV

ORCA input file:
```
! wB97M-V def2-TZVPD RIJCOSX def2/J DEFGRID3
* xyz 0 1
C 1.60 -1.50 1.12
C -0.68 1.96 -1.02
C -1.19 -0.11 1.01
N -0.10 0.21 -2.50
N 1.19 -0.40 0.27
C -0.33 0.54 -1.31
C -0.21 -0.42 -0.13
H 0.16 -0.77 -2.65
H 1.41 0.48 0.71
H -0.41 -1.44 -0.51
H 1.05 -1.56 2.07
H 2.65 -1.40 1.35
H 1.44 -2.43 0.58
H -0.52 2.55 -1.92
H -1.72 2.05 -0.72
H -0.06 2.35 -0.22
H -1.00 0.87 1.42
H -2.21 -0.15 0.65
H -1.07 -0.85 1.80
*
```

natural (NBO) population analysis, charges in e, atoms 1 to 8: -0.4080, -0.6766, -0.6317, -0.6194, -0.6148, 0.3286, -0.1188, 0.3342

***

#two
Computed, not measured: C5H12N2 as an isolated structure, with wB97M-V/def2-TZVPD.

- E_HOMO: -7.0 eV
- LUMO level: -2.6100 eV
- Orbital gap: 4.3728 eV

ORCA input file:
```
! wB97M-V def2-TZVPD RIJCOSX def2/J DEFGRID3
* xyz 0 1
C -0.77 1.32 0.47
C -1.07 -0.15 0.78
C 0.14 -1.17 0.89
N 0.29 0.09 -2.02
C 1.18 -0.72 -1.49
C 0.93 -1.66 -0.40
N -0.15 2.01 1.56
H -0.21 1.47 -0.47
H -1.73 1.75 0.17
H -1.57 -0.22 1.76
H -1.65 -0.51 -0.05
H -0.06 -2.14 1.32
H 0.83 -0.84 1.76
H -0.91 -0.36 -1.80
H -1.59 -1.24 -1.92
H 2.11 -0.76 -2.11
H 1.36 -2.68 -0.55
H -0.65 2.53 2.30
H 0.60 2.57 1.26
*
```

natural (NBO) population analysis, charges in e, atoms 1 to 8: -0.2283, -0.4212, -0.5119, -0.4253, -0.2045, 0.2938, -0.8763, 0.2232

***

#three
Computed, not measured: one molecule with the formula C5H12N2, with wB97M-V/def2-TZVPD.

- E_HOMO: -9.2 eV
- LUMO level: 1.1060 eV
- Structure (SMILES): C=CCCNCN
- Orbital gap: 10.3084 eV

ORCA input file:
```
! wB97M-V def2-TZVPD RIJCOSX def2/J DEFGRID3
* xyz 0 1
C -0.38 -0.35 -0.52
C -1.44 0.64 -0.35
C -1.30 1.25 1.00
C -2.06 0.87 2.07
N 0.89 0.44 -0.41
C 2.00 -0.32 -0.93
N 2.04 -1.68 -0.43
H -0.48 -1.01 0.33
H -0.38 -0.80 -1.57
H -2.44 0.27 -0.68
H -1.27 1.36 -1.12
H -0.49 2.00 1.09
H -1.97 1.40 3.07
H -2.66 -0.10 1.96
H 1.01 0.55 0.59
H 2.08 -0.30 -2.06
H 2.86 0.10 -0.62
H 2.83 -2.28 -0.78
H 1.14 -2.04 -0.65
*
```

natural (NBO) population analysis, charges in e, atoms 1 to 8: -0.2379, -0.4672, -0.1913, -0.4106, -0.6240, -0.0399, -0.8650, 0.1890

***

#four
Computed, not measured: C5H12N2 as an isolated structure, with wB97M-V/def2-TZVPD.

- E_HOMO: -8.3 eV
- LUMO level: 0.9858 eV
- Orbital gap: 9.3338 eV

ORCA input file:
```
! wB97M-V def2-TZVPD RIJCOSX def2/J DEFGRID3
* xyz 0 1
C -1.36 0.44 -1.49
C -0.05 0.30 -0.76
C 0.67 -1.04 -0.38
C 0.41 -0.66 1.17
C -1.34 1.17 1.41
H -1.89 -0.04 -0.53
H -1.30 -0.61 -2.23
H -1.82 1.30 -1.87
H 0.82 0.85 -1.38
H -0.21 -2.06 -0.53
H 2.24 0.19 -0.64
H 2.22 -1.10 -1.78
H -0.36 -1.34 1.56
H 1.16 -0.31 1.93
H -2.37 0.59 0.62
H -1.30 2.35 1.63
H -1.37 0.72 2.60
N 2.10 -1.00 -0.62
N -0.07 0.74 0.75
*
```

natural (NBO) population analysis, charges in e, atoms 1 to 8: -0.6123, -0.0576, -0.0520, -0.2507, -0.4329, 0.1999, 0.2115, 0.2369

***

#one takes first place; second place is 36.2 kcal/mol up.